*1*
Computed, not measured: 2 unconnected molecules or ions with the total composition C3H5Cl, with wB97M-V/def2-TZVPD.

Structure (XYZ):
```
9
Properties=species:S:1:pos:R:3:mulliken_charge:R:1
C 0.41442 0.10130 0.91846 -0.180
C -0.02340 -0.81175 1.70543 -0.209
C 0.03847 0.33846 -0.51105 -0.915
Cl 0.45330 -1.13916 3.25273 -0.142
H 1.13000 0.70444 1.30495 0.400
H -0.71735 -1.98337 1.04338 0.204
H -0.98537 0.72554 -0.50451 0.253
H 0.73924 1.11515 -0.84640 0.292
H 0.07479 -0.54943 -1.25546 0.297
```

The total charge is 0. Its HOMO energy is -9.402 eV. Its lowest unoccupied orbital energy is 1.04 eV. The value obtained for the HOMO-LUMO gap is 10.445 eV.

---

*2*
Computed, not measured: a single C3H5Cl molecule, with wB97M-V/def2-TZVPD.

Structure (XYZ):
```
9
Properties=species:S:1:pos:R:3:mulliken_charge:R:1
C -0.28583 -0.16599 0.45864 -0.177
C -1.24605 0.28513 -0.29288 -0.191
C 1.21361 -0.10245 0.06340 -0.884
Cl -2.91268 -0.01086 0.07289 -0.183
H -0.39783 -0.69470 1.30053 0.387
H -1.15526 0.80101 -1.40581 0.256
H 1.86360 -0.39296 0.97427 0.273
H 1.33870 -0.65420 -0.93426 0.254
H 1.58174 0.93503 -0.23677 0.265
```

The total charge is 0. Its HOMO energy is -9.426 eV. Its lowest unoccupied orbital energy is 1.14 eV. The value obtained for the HOMO-LUMO gap is 10.566 eV.

---

Stability ranking, top and bottom: *2* is the most stable and *1* is the least stable.

---

*1*
Computed, not measured: 3 unconnected molecules or ions with the total composition C4H15NO2, with wB97M-V/def2-TZVPD.

Structure (XYZ):
```
22
Properties=species:S:1:pos:R:3:mulliken_charge:R:1
C 0.25963 -0.45716 1.80306 -0.546
N -0.30997 -0.98646 0.61472 -0.215
C -1.61897 -0.67799 0.04448 -0.528
C -1.96441 -1.36511 -1.38442 -1.127
C 1.56111 -1.14360 2.35028 -0.980
H -0.59272 -0.71774 2.50094 0.333
H 0.15367 0.61866 1.84698 0.428
H -0.12090 -1.96046 0.43602 0.165
H -1.71250 0.42233 -0.18444 0.236
H -2.48460 -0.92640 0.65427 0.436
H -2.98038 -1.15803 -1.77220 0.336
H -1.70513 -2.39376 -1.29270 0.366
H -1.34338 -1.04554 -2.20205 0.285
H 1.50969 -2.23933 2.21497 0.309
H 2.41923 -0.59628 1.87919 0.258
H 1.59803 -0.91865 3.43196 0.307
H 1.91947 4.49699 -1.42469 0.303
H 0.90775 4.47742 -2.21338 0.297
O 1.82820 4.11421 -2.38835 -0.600
H 1.34010 0.85830 -2.26510 0.283
H 0.78716 0.64909 -0.89579 0.275
O 0.54892 0.94951 -1.75375 -0.622
```

The total charge is 0. Its HOMO energy is -8.106 eV. Its lowest unoccupied orbital energy is 0.74 eV. The value obtained for the HOMO-LUMO gap is 8.846 eV.

---

*2*
Computed, not measured: 3 unconnected molecules or ions with the total composition C4H15NO2, with wB97M-V/def2-TZVPD.

Structure (XYZ):
```
22
Properties=species:S:1:pos:R:3:mulliken_charge:R:1
C 0.54777 2.14853 0.20793 -1.118
C 1.59359 1.15547 0.80952 -0.362
C 1.75467 -0.10962 -0.05776 -0.716
C 0.57585 -1.09607 -0.05131 0.311
N 0.07256 -1.35497 1.27106 -0.627
H -0.29496 1.57337 -0.10007 0.267
H 1.01793 2.46403 -0.73227 0.329
H 0.36745 2.84874 0.87216 0.420
H 2.59043 1.53799 0.54509 0.296
H 1.36988 0.89853 1.88827 0.357
H 1.98816 0.21817 -1.25000 0.262
H 2.66690 -0.70745 0.36134 0.262
H 0.86440 -1.99781 -0.59355 0.360
H -0.21097 -0.45406 -0.61870 -0.479
H 0.70061 -0.82150 1.86827 0.106
H 0.27069 -2.27235 1.74645 0.284
H -3.06306 0.00717 1.29963 0.289
H -1.53632 -0.34650 0.77262 0.455
O -2.37315 0.12410 0.54822 -0.673
H -2.01421 -1.40970 -2.67135 0.320
H -1.98702 -0.31391 -1.86725 0.284
O -1.38550 -0.66532 -2.53176 -0.627
```

The total charge is 0. Its HOMO energy is -9.543 eV. Its lowest unoccupied orbital energy is 0.83 eV. The value obtained for the HOMO-LUMO gap is 10.373 eV.

---

Stability ranking, top and bottom: *2* is the most stable and *1* is the least stable.

---

*1*
Computed, not measured: 2 unconnected molecules or ions with the total composition C2H6FOP, with wB97M-V/def2-TZVPD.

Structure (XYZ):
```
11
Properties=species:S:1:pos:R:3:mulliken_charge:R:1
C 0.01842 1.97278 -1.39834 -0.642
C -0.00894 -0.32266 0.64279 -0.655
O -2.20556 1.29024 0.09654 -0.610
F 3.12847 -0.16784 1.01022 -0.413
P -0.74582 1.22643 -0.05815 0.630
H 3.12978 -0.24913 2.02487 0.416
H 1.07833 1.93637 -1.22079 0.249
H -0.33883 2.84100 -1.97543 0.282
H 1.04703 -0.17507 0.34243 0.193
H 0.16450 -0.48452 1.83582 0.244
H -0.53127 -1.18367 0.31381 0.308
```

The total charge is 0. Its HOMO energy is -8.904 eV. Its lowest unoccupied orbital energy is -0.10 eV. The value obtained for the HOMO-LUMO gap is 8.804 eV.

---

*2*
Computed, not measured: 2 unconnected molecules or ions with the total composition C2H6FOP, with wB97M-V/def2-TZVPD.

Structure (XYZ):
```
11
Properties=species:S:1:pos:R:3:mulliken_charge:R:1
C 1.26908 -1.26487 -0.55431 -0.652
C 0.32724 -1.85965 0.11234 -0.023
O -0.74367 2.83195 0.58813 -0.561
F -0.66240 -2.53045 -0.47987 -0.251
P -0.70560 1.33786 -0.17521 0.192
H 1.27988 -1.20056 -1.68581 0.261
H 2.06581 -0.61604 -0.07341 0.269
H 0.16816 -1.90774 1.24281 0.375
H -0.31540 3.64206 0.16969 0.340
H -2.11440 1.22369 -0.06168 0.032
H -0.56869 0.34376 0.91733 0.018
```

The total charge is 0. Its HOMO energy is -9.407 eV. Its lowest unoccupied orbital energy is 0.64 eV. The value obtained for the HOMO-LUMO gap is 10.050 eV.

---

*3*
Computed, not measured: 2 unconnected molecules or ions with the total composition C2H6FOP, with wB97M-V/def2-TZVPD.

Structure (XYZ):
```
11
Properties=species:S:1:pos:R:3:mulliken_charge:R:1
C -0.60777 -1.98105 -2.99669 -0.513
C -0.31149 1.55970 1.53613 0.042
O -1.26776 0.93491 0.80871 -0.424
F 0.25864 0.67434 2.48447 -0.302
P -0.96399 -0.71621 -1.86482 0.140
H 0.06516 -2.84712 -2.71061 0.251
H -1.34155 -2.13964 -3.76978 0.258
H -0.85552 0.28514 0.20696 0.152
H -0.67989 2.38702 2.02103 0.206
H 0.69858 1.87259 1.06915 0.151
H -1.81081 0.11190 -2.71914 0.037
```

The total charge is 0. Its HOMO energy is -9.960 eV. Its lowest unoccupied orbital energy is -0.60 eV. The value obtained for the HOMO-LUMO gap is 9.358 eV.

---

*4*
Computed, not measured: 2 unconnected molecules or ions with the total composition C2H6FOP, with wB97M-V/def2-TZVPD.

Structure (XYZ):
```
11
Properties=species:S:1:pos:R:3:mulliken_charge:R:1
C -1.20757 -0.84090 -0.11220 -0.815
C -0.86183 0.58300 0.40947 -0.222
O 0.37571 0.75369 0.87002 -0.558
F 3.39224 -0.34383 0.31033 -0.245
P 2.30607 -0.08171 -0.90197 0.460
H -2.25808 -1.03435 -0.37744 0.325
H -0.71024 -0.76523 -1.10095 0.177
H -0.68503 -1.73123 0.36716 0.259
H -1.38576 0.86715 1.33343 0.283
H -1.18023 1.35535 -0.32151 0.235
H 2.21472 1.23806 -0.47634 0.100
```

The total charge is 0. Its HOMO energy (spin up / spin down) is -8.724 / -8.725 eV. Its lowest unoccupied orbital energy (spin up / spin down) is -2.20 / -2.20 eV. The value obtained for the HOMO-LUMO gap (spin up / spin down) is 6.520 / 6.521 eV.

---

Stability ranking, top and bottom: *1* is the most stable and *4* is the least stable.

---

*1*
Computed, not measured: a gas-phase ion, C7H13N2O4 (charge +1), with wB97M-V/def2-TZVPD.

Structure (XYZ):
```
26
Properties=species:S:1:pos:R:3:mulliken_charge:R:1
C 0.51197 -0.59618 0.16925 0.623
C -0.47786 -0.08831 -0.77727 0.668
C 0.89322 1.62691 1.06271 -0.266
C 1.99678 -2.31297 0.87192 -0.866
C 0.11656 -1.59829 -2.57810 -0.710
C -0.01433 1.89643 3.27883 -0.599
C -2.45155 1.52546 -2.19642 -0.583
N 0.90195 0.21404 1.14338 0.098
N -1.14174 0.90314 -0.27476 -0.247
O 0.93251 -1.83497 0.05401 -0.316
O -0.72346 -0.61713 -1.98336 -0.444
O 0.56555 2.31692 2.03735 -0.110
O -2.07592 1.63489 -0.82366 -0.253
H 2.84217 -1.62150 0.86067 0.414
H 2.30014 -3.26152 0.43484 0.255
H 1.65693 -2.49449 1.89522 0.367
H 1.16670 -1.30214 -2.54860 0.342
H -0.21318 -1.65740 -3.61407 0.273
H -0.01503 -2.56950 -2.10107 0.265
H 0.61571 2.27587 4.08202 0.272
H -0.13569 0.81552 3.34368 0.319
H -0.99006 2.37705 3.34127 0.268
H -3.06833 2.40539 -2.37351 0.294
H -3.03406 0.61813 -2.37113 0.275
H -1.58177 1.54194 -2.85268 0.288
H 1.42277 -0.19727 1.91947 0.372
```

The total charge is +1. Its HOMO energy (spin up / spin down) is -12.406 / -12.406 eV. Its lowest unoccupied orbital energy (spin up / spin down) is -4.37 / -4.36 eV. The value obtained for the HOMO-LUMO gap (spin up / spin down) is 8.041 / 8.042 eV.

---

*2*
Computed, not measured: a gas-phase ion, C7H13N2O4 (charge +1), with wB97M-V/def2-TZVPD.

Structure (XYZ):
```
26
Properties=species:S:1:pos:R:3:mulliken_charge:R:1
C -2.13588 0.53331 0.45943 0.719
C 0.85305 -0.88689 0.24456 0.375
C 1.10385 0.66913 0.06689 0.270
C -0.60672 0.84489 -1.50420 -0.342
C -0.59268 -1.24170 0.00180 0.111
C -0.96814 -2.67443 -0.51687 -1.365
C 2.59764 1.05930 0.14985 -0.598
N -1.69276 1.27234 -0.59521 -0.222
N -3.16883 0.99114 1.16076 -0.336
O -1.65870 -0.66032 0.76499 -0.316
O 0.60854 1.07326 -1.14169 -0.362
O 1.59617 -1.67400 -0.60852 -0.590
O 2.97074 1.34829 1.51709 -0.481
H 1.13220 -1.04889 1.25217 0.372
H 0.65239 1.21039 0.91853 0.276
H -0.71018 1.03117 -2.54303 0.405
H -0.00901 -3.08829 -0.82459 0.305
H -1.68184 -2.72361 -1.30920 0.355
H -1.25881 -3.32879 0.30169 0.346
H 2.52958 2.04788 -0.53420 0.301
H 3.21140 0.22627 -0.25482 0.274
H -2.05728 2.29919 -0.87394 0.337
H -3.40045 1.93791 0.85808 0.200
H -3.64918 0.59620 1.94506 0.248
H 2.60458 -1.64516 -0.37791 0.412
H 3.73029 1.83140 1.44328 0.305
```

The total charge is +1. Its HOMO energy (spin up / spin down) is -11.932 / -11.864 eV. Its lowest unoccupied orbital energy (spin up / spin down) is -3.49 / -3.37 eV. The value obtained for the HOMO-LUMO gap (spin up / spin down) is 8.440 / 8.491 eV.

---

Stability ranking, top and bottom: *2* is the most stable and *1* is the least stable.